The following is a DFT calculation (ωB97M-V/def2-TZVPD) of a molecular structure, C29H26BF9P2Ru.

Properties
Orbital gap (alpha / beta) = 0.2713 / 0.2178 Ha
⟨S²⟩ = 6.046
Spin multiplicity = 5
M = 719.3 g mol⁻¹
Total charge = +2
ΔE to the lowest compared entry with this formula, charge and spin = 1.6 kcal per mole

Geometry as XYZ:
```
68
C29H26BF9P2Ru | the Open Molecules 2025 dataset | ωB97M-V/def2-TZVPD
Ru -0.72 1.31 -0.02
C 2.28 -0.65 -2.43
C 2.15 -1.46 -1.11
P 3.04 -0.86 0.34
C 2.29 0.56 1.12
C 2.89 1.82 1.11
C 2.25 2.90 1.71
C 1.02 2.73 2.34
C 0.43 1.46 2.39
C 1.06 0.37 1.78
C 4.75 -0.71 0.09
C 5.55 -0.16 1.11
C 6.92 -0.12 0.95
C 7.50 -0.65 -0.20
C 6.72 -1.22 -1.20
C 5.35 -1.27 -1.06
C 0.92 -0.30 -3.07
P 0.07 1.15 -2.36
C -1.51 1.30 -3.21
C -2.43 2.21 -2.68
C -3.70 2.31 -3.23
C -4.04 1.51 -4.32
C -3.12 0.63 -4.85
C -1.85 0.51 -4.30
C 1.06 2.62 -2.69
C 0.68 3.51 -3.70
C 1.46 4.62 -3.96
C 2.62 4.85 -3.23
C 3.00 3.98 -2.22
C 2.22 2.86 -1.95
H 2.81 -1.28 -3.14
H 2.88 0.24 -2.31
H 2.50 -2.48 -1.24
H 1.11 -1.54 -0.78
H 3.84 1.97 0.63
H 2.71 3.88 1.69
H 0.53 3.56 2.82
H -0.49 1.32 2.94
H 0.64 -0.62 1.89
H 5.11 0.22 2.03
H 7.55 0.30 1.73
H 8.58 -0.63 -0.31
H 7.18 -1.63 -2.09
H 4.74 -1.72 -1.83
H 0.22 -1.14 -2.99
H 1.06 -0.08 -4.13
H -2.16 2.86 -1.85
H -4.41 3.01 -2.82
H -5.03 1.58 -4.75
H -3.39 0.02 -5.71
H -1.15 -0.19 -4.73
H -0.22 3.33 -4.27
H 1.16 5.31 -4.74
H 3.22 5.72 -3.44
H 3.90 4.16 -1.65
H 2.50 2.19 -1.16
F -0.87 -1.37 0.05
C -1.78 -0.38 0.30
F -2.05 -0.36 1.61
C -3.07 -0.73 -0.49
F -2.75 -0.89 -1.77
F -3.96 0.23 -0.35
F -3.55 -1.87 -0.02
F -3.70 4.01 2.42
B -3.27 2.83 2.78
F -3.99 1.74 2.58
F -2.12 2.72 3.46
F -2.02 2.50 0.70
```

The following is a DFT calculation (ωB97M-V/def2-TZVPD) of a molecular structure, C20H21NO6S in a non-equilibrium geometry.

Properties
Orbital gap = 0.2424 Ha
M = 403.5 g mol⁻¹
Total charge = 0
ΔE to the lowest compared entry with this formula, charge and spin = 385.1 kcal per mole

Geometry as XYZ:
```
49
C20H21NO6S | the Open Molecules 2025 dataset | ωB97M-V/def2-TZVPD
C -4.49 1.65 0.66
H -4.56 0.59 0.75
O -3.70 2.03 -0.36
C -2.24 1.79 -0.08
C -1.73 1.07 0.94
C -0.29 0.95 1.39
C 0.73 1.52 0.54
C -0.01 2.01 -0.69
C -1.33 2.10 -0.98
O -1.55 2.65 -2.28
C -2.87 3.34 -2.33
H -3.70 2.55 -2.51
H -2.50 3.76 -3.66
H -2.99 4.17 -1.69
S 1.26 2.47 -1.94
O 1.03 3.72 -2.59
O 2.70 2.68 -1.30
N 1.38 1.22 -2.82
C 1.40 0.06 -2.13
C 2.91 -0.14 -1.61
C 3.17 -1.39 -0.95
C 2.24 -2.12 -0.30
C 0.81 -1.88 -0.80
C 0.62 -0.77 -1.55
H -0.73 -0.81 -2.02
C -0.10 -2.89 -0.34
H -0.66 -3.32 -1.13
H -0.72 -2.48 0.62
C 1.03 -4.03 0.25
H 0.62 -4.46 1.07
H 0.89 -4.82 -0.57
C 2.24 -3.47 0.30
H 3.08 -3.96 0.12
H 2.51 -3.09 1.33
H 4.28 -1.49 -0.64
H 3.48 0.57 -1.91
H 0.30 1.08 -3.44
H 1.70 1.61 0.80
C -0.03 0.17 2.58
C 1.14 -0.52 2.81
C 1.59 -1.23 3.73
O 2.54 -2.09 3.99
O 0.73 -1.35 4.83
H 1.07 -1.94 5.43
H 1.83 -0.61 1.88
H -0.75 0.17 3.20
H -2.41 0.87 1.77
H -5.40 1.94 0.06
H -4.51 2.06 1.58
```

The following is a DFT calculation (ωB97M-V/def2-TZVPD) of 2 unconnected molecules or ions with the total composition C9H12ClN in a non-equilibrium geometry.

Properties
Orbital gap (alpha / beta) = 0.2579 / 0.2599 Ha
M = 169.7 g mol⁻¹
Total charge = 0
ΔE to the lowest compared entry with this formula, charge and spin = 90.1 kcal per mole

Geometry as XYZ:
```
23
C9H12ClN | the Open Molecules 2025 dataset | ωB97M-V/def2-TZVPD
C -2.27 0.41 -1.17
C -1.17 0.03 -1.90
C -2.32 0.31 0.22
C -0.16 -0.76 -1.35
C -1.21 -0.20 0.87
C -0.12 -0.80 0.09
C 0.38 3.07 1.25
C 1.92 -2.77 -0.90
C 1.11 -1.14 0.71
N 1.99 -2.02 0.20
Cl 1.44 -0.76 2.34
H -3.18 0.91 -1.51
H -1.34 0.22 -2.99
H -3.06 0.58 0.98
H 0.62 -1.09 -2.00
H -1.03 -0.24 2.02
H 0.29 2.64 2.25
H 0.17 2.46 0.35
H -0.15 3.94 1.19
H 0.96 -3.21 -1.00
H 1.52 3.23 1.17
H 2.81 -3.07 -1.49
H 2.81 -1.74 0.69
```

The following is a DFT calculation (ωB97M-V/def2-TZVPD) of 2 unconnected molecules or ions with the total composition C28H26FN2 in a non-equilibrium geometry.

Properties
Orbital gap = 0.0847 Ha
M = 409.5 g mol⁻¹
Total charge = +1
ΔE to the lowest compared entry with this formula, charge and spin = 0.0 kcal per mole

Geometry as XYZ:
```
57
C28H26FN2 | the Open Molecules 2025 dataset | ωB97M-V/def2-TZVPD
C -0.29 -2.80 -3.50
N -1.23 -2.17 -2.59
C -0.91 -0.92 -1.86
H -0.06 -1.09 -1.20
C -0.63 0.24 -2.78
C -1.58 0.63 -3.71
C -1.32 1.68 -4.55
C -0.12 2.36 -4.48
C 0.83 1.97 -3.55
C 0.57 0.91 -2.70
N -2.14 -0.72 -1.04
C -2.28 0.40 -0.12
C -3.09 -1.73 -1.32
C -2.54 -2.62 -2.27
C -3.27 -3.71 -2.71
C -4.54 -3.91 -2.21
C -5.09 -3.04 -1.29
C -4.37 -1.94 -0.83
H -0.71 -3.71 -3.93
H -0.04 -2.12 -4.31
H 0.63 -3.05 -2.97
H -2.51 0.09 -3.75
H -2.06 1.99 -5.28
H 0.08 3.18 -5.14
H 1.77 2.49 -3.49
H 1.31 0.60 -1.98
H -3.25 0.36 0.38
H -1.50 0.36 0.63
H -2.21 1.34 -0.66
H -2.84 -4.39 -3.43
H -5.12 -4.75 -2.55
H -6.09 -3.21 -0.92
H -4.80 -1.27 -0.11
F 3.02 -0.70 7.00
C 2.10 -0.56 6.01
C 0.87 -1.18 6.10
C -0.05 -1.03 5.08
C 0.24 -0.28 3.97
C 1.49 0.38 3.84
C 1.72 1.15 2.67
C 2.81 1.96 2.25
C 2.68 2.66 1.03
C 3.69 3.47 0.56
C 4.86 3.62 1.28
C 5.02 2.94 2.48
C 4.02 2.14 2.95
C 2.40 0.21 4.90
H 0.66 -1.77 6.97
H -1.01 -1.52 5.16
H -0.49 -0.17 3.19
H 0.90 1.13 1.97
H 1.77 2.56 0.46
H 3.57 4.00 -0.37
H 5.65 4.25 0.91
H 5.94 3.05 3.04
H 4.20 1.63 3.87
H 3.37 0.65 4.90
```